98
Properties=species:S:1:pos:R:3:forces:R:3 method="wB97M-V/def2-TZVPD" gap_ev=6.223 lumo_ev=-12.331 charge=+4 energy_ev=-116915.76471
Ta 0.3140 -0.0694 0.0145 -0.13 -0.18 -0.21
C -3.3529 -0.7365 3.7084 -0.04 -0.04 0.02
Si -2.2618 -1.2472 2.2982 -0.07 0.02 -0.14
C -1.0664 -2.5250 2.9993 0.02 -0.01 0.02
C -3.3812 -2.1806 1.1018 0.04 -0.05 0.08
C -1.5000 0.3217 1.2512 0.07 0.03 0.12
C -2.3278 0.2325 0.0228 -0.03 0.05 -0.16
C -3.6725 0.5644 -0.1930 0.09 0.05 -0.01
C -4.2403 0.2783 -1.4081 0.02 -0.03 -0.05
C -3.4630 -0.3090 -2.4258 -0.08 0.04 0.06
C -2.1455 -0.5525 -2.1884 0.09 0.05 0.00
N -1.5834 -0.2737 -0.9777 -0.16 -0.18 0.07
Si -1.8862 2.1873 1.8930 0.04 0.03 0.02
C -0.5117 2.9609 2.9211 -0.16 0.09 -0.02
C -3.4083 2.3785 2.9477 0.04 0.01 0.05
C -2.1913 3.2454 0.3706 0.04 0.03 -0.04
H -3.7535 -1.6785 4.0999 0.00 0.01 0.02
H -4.2078 -0.1343 3.4052 0.02 -0.02 0.01
H -2.8475 -0.2411 4.5358 -0.02 0.02 0.00
H -1.6184 -3.4695 2.9652 -0.01 0.01 0.01
H -0.8687 -2.3549 4.0569 0.01 0.03 0.02
H -0.1153 -2.6714 2.4916 -0.01 0.00 0.00
H -3.5368 -3.1733 1.5346 -0.01 0.01 -0.03
H -3.0123 -2.3103 0.0839 0.05 -0.04 -0.04
H -4.3641 -1.7151 1.0368 -0.02 0.01 0.01
H -4.2585 0.9943 0.6062 0.01 0.00 0.03
H -5.2874 0.4909 -1.5845 0.00 0.00 0.00
H -3.8972 -0.5478 -3.3864 0.01 0.01 -0.01
H -1.5011 -0.9486 -2.9579 0.02 -0.02 -0.03
H -0.7988 2.9028 3.9726 0.04 0.07 -0.02
H -0.4643 4.0238 2.6689 0.00 -0.03 0.00
H 0.4801 2.5325 2.8258 0.13 -0.06 -0.06
H -3.3029 1.9527 3.9443 -0.03 0.02 -0.01
H -4.3552 2.0454 2.5260 0.01 -0.05 -0.03
H -3.4995 3.4634 3.0795 0.01 0.00 0.00
H -1.5518 3.0662 -0.4938 -0.01 -0.02 -0.01
H -2.0374 4.2862 0.6708 0.02 -0.01 0.00
H -3.2264 3.1830 0.0389 -0.04 0.00 -0.01
C 0.0041 0.2365 4.1381 0.02 0.06 -0.09
C 1.0853 -0.4623 3.3902 -0.02 0.00 -0.15
N 1.3800 -0.4923 2.0795 0.22 0.03 0.12
C 2.5828 -1.2040 1.9104 -0.05 -0.04 -0.02
C 3.1088 -1.7429 3.0289 0.01 0.02 0.01
S 2.1671 -1.3162 4.3731 0.00 -0.07 0.01
C 3.2723 -1.1383 0.6325 -0.03 -0.01 0.09
C 4.5426 -1.5390 0.3825 -0.05 0.00 -0.01
S 5.0561 -0.8809 -1.0920 0.04 -0.05 -0.02
C 3.5617 -0.1162 -1.3287 -0.02 0.03 -0.01
N 2.6791 -0.3811 -0.3586 0.00 0.12 0.06
C 3.4785 0.8199 -2.4969 0.01 0.02 0.04
H -0.8217 0.5142 3.5032 -0.01 0.00 0.07
H 0.4092 1.1416 4.5911 0.01 -0.03 -0.02
H -0.3571 -0.3901 4.9507 0.00 -0.04 0.02
H 4.0195 -2.3112 3.1271 0.00 0.00 0.01
H 5.2054 -2.1168 1.0059 0.00 -0.01 0.01
H 4.4899 1.0939 -2.7943 0.00 0.02 0.01
H 2.9508 1.7307 -2.2313 -0.05 0.03 0.03
H 3.0044 0.3816 -3.3713 0.02 -0.03 0.02
C 0.5396 0.2417 -6.5725 -0.01 0.01 -0.02
C 0.5579 0.2028 -5.0836 0.01 -0.04 0.00
C 1.0055 -0.9137 -4.3698 0.01 0.02 0.00
C 1.0300 -0.9006 -2.9921 -0.12 0.05 0.00
N 0.5898 0.1450 -2.2562 0.10 -0.09 -0.08
C 0.1297 1.2138 -2.9427 -0.03 -0.05 0.03
C 0.1221 1.2865 -4.3160 -0.03 0.02 0.02
H 1.0485 -0.6134 -7.0100 0.00 0.00 0.00
H 1.0046 1.1590 -6.9363 0.00 0.00 0.00
H -0.4927 0.2511 -6.9313 0.00 0.00 0.00
H 1.3717 -1.7887 -4.8918 0.01 0.00 -0.01
H 1.4255 -1.7441 -2.4464 0.03 -0.01 0.02
H -0.2682 2.0382 -2.3645 0.01 0.01 -0.03
H -0.2435 2.1879 -4.7911 0.00 0.00 0.00
S 1.1504 2.2872 -0.2617 -0.18 0.21 0.34
C 2.1269 3.0069 0.9783 0.10 0.00 -0.25
N 2.1352 4.3044 1.1084 0.00 -0.01 0.04
C 3.2102 4.8832 1.9350 0.00 0.00 0.01
C 3.6998 3.7436 2.8266 0.03 0.02 0.01
S 3.3020 2.1991 1.9241 -0.03 0.00 0.07
H 1.5258 4.8937 0.5519 0.00 0.00 0.02
H 2.8170 5.7108 2.5215 0.01 0.00 0.00
H 3.9909 5.2576 1.2714 0.00 -0.01 0.00
H 3.1880 3.7130 3.7860 0.00 0.00 -0.01
H 4.7741 3.7824 2.9886 -0.01 0.01 0.02
S 0.6133 -2.5432 -0.0849 0.02 -0.06 -0.12
C -0.6835 -3.6318 -0.6175 0.02 -0.02 0.16
N -1.1551 -3.6097 -1.8462 -0.01 0.08 -0.06
C -2.0653 -4.6456 -2.3823 -0.01 -0.02 -0.01
C -2.8586 -5.2633 -1.2440 0.02 0.00 -0.01
C -1.9231 -5.6965 -0.1293 0.01 -0.02 0.00
N -1.0325 -4.5726 0.2281 0.00 0.01 -0.01
H -0.7643 -2.9321 -2.4800 0.01 -0.05 0.00
H -1.4659 -5.3951 -2.9015 0.00 0.00 0.00
H -2.7172 -4.1665 -3.1099 -0.01 0.00 0.01
H -3.3999 -6.1320 -1.6150 -0.02 0.01 0.00
H -3.5952 -4.5532 -0.8653 0.01 0.01 0.00
H -1.3037 -6.5434 -0.4286 -0.01 0.00 0.00
H -2.4701 -5.9792 0.7677 -0.01 0.01 -0.01
H -0.6166 -4.5527 1.1480 -0.01 0.01 0.00